DFT (ωB97M-V/def2-TZVPD) results for a 2-piece molecular cluster, C2H2Cl2S2 overall at a distorted geometry.

Values from the calculation:
* E_tot: -48818.2896 eV
* frontier orbital gap: 8.39 eV
* ΔE to the lowest compared entry with this formula, charge and spin: 65.7 kcal/mol

Atoms and positions in Å:
C: -0.05 -0.85 -0.69
C: 0.44 0.33 0.09
S: 0.18 -2.33 -0.20
S: -0.99 1.51 0.48
Cl: -0.69 -0.39 -2.29
Cl: 1.80 1.08 -0.52
H: 0.83 -0.28 1.64
H: -1.52 0.92 1.49

Partial charges, Löwdin, in e: number 1, C, carries -1.38; number 2, C, carries -1.28; number 3, S, carries 0.74; number 4, S, carries 0.66; number 5, Cl, carries 0.58; number 6, Cl, carries 0.65; number 7, H, carries 0.21; number 8, H, carries -0.19

DFT (ωB97M-V/def2-TZVPD) results for one molecule with the formula C4H4S at a distorted geometry.

Values from the calculation:
* SMILES string: C#CC(C)=S
* E_tot: -15043.7193 eV
* frontier orbital gap: 8.07 eV
* ΔE to the lowest compared entry with this formula, charge and spin: 91.3 kcal/mol

Atoms and positions in Å:
C: 0.04 1.77 -0.02
C: -0.17 0.24 0.04
C: 1.25 -0.37 -0.18
C: 2.48 -0.73 0.10
H: 0.61 2.06 0.99
H: 0.96 2.05 -0.71
H: -0.94 2.36 -0.10
H: 3.24 -1.36 0.03
S: -1.59 -0.66 0.01

Atomic partial charges in e from the Löwdin method, atoms 1 to 8: number 1, C, carries -0.16; number 2, C, carries -0.82; number 3, C, carries -0.11; number 4, C, carries 0.15; number 5, H, carries 0.12; number 6, H, carries 0.11; number 7, H, carries 0.09; number 8, H, carries -0.04

DFT (ωB97M-V/def2-TZVPD) results for a 13-piece molecular cluster, C42H79ClN9O29 overall at a distorted geometry.

Values from the calculation:
* E_tot: -130121.0218 eV
* frontier orbital gap: 6.03 eV
* charge: -1

Atoms and positions in Å:
Cl: 5.06 -17.00 -30.02
O: 5.34 -17.98 -28.96
O: 3.63 -16.94 -30.24
O: 5.44 -15.73 -29.52
O: 5.80 -17.35 -31.20
C: 1.69 -15.64 -27.10
N: 0.57 -15.80 -28.05
O: 0.86 -16.31 -29.09
O: -0.55 -15.62 -27.58
H: 2.57 -15.78 -27.73
H: 1.60 -16.46 -26.38
H: 1.64 -14.65 -26.65
C: 2.24 -13.10 -30.10
N: 2.35 -11.70 -30.47
O: 1.34 -11.11 -30.84
O: 3.33 -11.05 -30.13
H: 1.29 -13.55 -30.39
H: 2.50 -13.05 -29.04
H: 3.05 -13.69 -30.53
C: 5.95 -12.09 -28.78
N: 6.63 -12.67 -27.57
O: 7.80 -12.35 -27.42
O: 6.06 -13.40 -26.76
H: 6.34 -12.58 -29.67
H: 6.29 -11.06 -28.68
H: 4.89 -12.35 -28.82
C: 3.44 -19.76 -31.86
N: 2.15 -20.44 -32.08
O: 1.65 -20.47 -33.21
O: 1.57 -20.83 -31.01
H: 3.35 -18.77 -32.30
H: 4.07 -20.42 -32.45
H: 3.57 -19.83 -30.78
C: 8.73 -15.66 -28.12
C: 8.56 -16.03 -26.62
C: 9.27 -15.03 -25.73
O: 9.23 -15.54 -24.34
C: 10.32 -15.18 -23.53
N: 7.15 -16.09 -26.22
H: 8.11 -16.27 -28.77
H: 9.76 -15.80 -28.46
H: 8.38 -14.65 -28.32
H: 8.99 -17.03 -26.59
H: 8.64 -14.15 -25.79
H: 10.28 -14.85 -26.10
H: 10.38 -15.61 -22.54
H: 10.21 -14.10 -23.39
H: 11.24 -15.34 -24.09
H: 6.76 -15.20 -26.51
H: 6.80 -16.71 -26.93
C: 5.20 -20.66 -26.48
C: 5.95 -20.02 -25.31
C: 7.50 -19.81 -25.50
O: 8.16 -18.86 -24.61
C: 9.56 -19.19 -24.49
N: 5.41 -18.67 -25.31
H: 4.12 -20.61 -26.36
H: 5.47 -21.70 -26.69
H: 5.13 -20.13 -27.42
H: 5.81 -20.60 -24.40
H: 7.69 -19.54 -26.54
H: 7.90 -20.82 -25.46
H: 10.20 -18.51 -23.92
H: 9.97 -19.32 -25.49
H: 9.69 -20.08 -23.88
H: 5.51 -18.43 -26.29
H: 4.44 -18.96 -25.32
C: 1.32 -13.93 -33.30
C: 2.14 -15.05 -34.02
C: 2.70 -14.54 -35.36
O: 2.95 -15.47 -36.53
C: 1.94 -16.44 -36.80
N: 3.18 -15.49 -33.06
H: 0.49 -13.48 -33.85
H: 1.95 -13.06 -33.09
H: 0.94 -14.24 -32.33
H: 1.49 -15.90 -34.24
H: 3.70 -14.12 -35.19
H: 2.16 -13.70 -35.79
H: 2.13 -17.30 -36.15
H: 2.16 -16.80 -37.80
H: 0.94 -16.03 -36.74
H: 3.66 -16.26 -33.51
H: 2.88 -15.99 -32.24
C: -1.07 -17.00 -32.05
C: -1.64 -16.30 -33.26
C: -1.74 -17.31 -34.48
O: -0.52 -17.59 -35.02
C: -0.61 -18.72 -35.90
N: -2.90 -15.76 -32.93
H: -0.01 -17.14 -32.25
H: -1.53 -17.98 -31.88
H: -1.07 -16.37 -31.16
H: -1.03 -15.46 -33.58
H: -2.36 -16.78 -35.20
H: -2.34 -18.19 -34.25
H: -0.99 -19.62 -35.42
H: 0.42 -18.85 -36.23
H: -1.20 -18.54 -36.80
H: -3.30 -15.42 -33.79
H: -2.69 -14.93 -32.40
C: 8.08 -20.68 -29.03
C: 8.60 -20.79 -30.49
C: 7.76 -21.66 -31.44
O: 8.29 -21.93 -32.77
C: 7.30 -22.12 -33.70
N: 8.62 -19.49 -30.91
H: 7.07 -20.29 -29.13
H: 8.67 -19.98 -28.43
H: 8.08 -21.69 -28.63
H: 9.60 -21.21 -30.35
H: 6.79 -21.19 -31.53
H: 7.50 -22.58 -30.91
H: 6.62 -22.91 -33.38
H: 7.71 -22.47 -34.65
H: 6.88 -21.13 -33.88
H: 8.60 -19.46 -31.92
H: 7.72 -19.11 -30.65
C: 0.30 -19.42 -28.40
C: 1.27 -19.32 -27.46
C: 1.14 -19.92 -26.10
O: 1.89 -19.69 -25.06
C: 0.05 -20.87 -26.06
C: -0.92 -21.04 -26.97
C: -1.01 -20.11 -28.21
O: -1.94 -20.10 -28.99
O: -1.74 -22.14 -26.94
O: 2.43 -18.65 -27.68
H: 0.50 -18.86 -29.30
H: 0.14 -21.66 -25.33
H: -2.31 -22.13 -27.71
H: 2.43 -18.34 -28.59
C: 5.59 -18.07 -36.56
C: 6.37 -18.72 -37.45
C: 7.70 -19.40 -37.09
O: 8.48 -20.00 -37.85
C: 8.01 -19.10 -35.70
C: 7.22 -18.54 -34.79
C: 5.84 -18.06 -35.17
O: 4.95 -17.84 -34.36
O: 7.51 -18.51 -33.45
O: 6.04 -18.68 -38.70
H: 4.71 -17.56 -36.93
H: 9.01 -19.40 -35.42
H: 6.83 -17.95 -33.07
H: 6.75 -19.09 -39.19
C: 6.31 -11.59 -32.23
C: 5.94 -12.79 -32.61
C: 6.86 -13.87 -32.92
O: 6.58 -14.99 -33.34
C: 8.23 -13.50 -32.77
C: 8.73 -12.28 -32.39
C: 7.72 -11.18 -32.15
O: 7.93 -9.99 -31.95
O: 10.04 -11.98 -32.20
O: 4.64 -13.08 -32.78
H: 5.48 -10.91 -32.12
H: 8.96 -14.29 -32.75
H: 10.47 -12.84 -32.22
H: 4.47 -13.98 -33.06

Atomic partial charges in e from the Löwdin method, atoms 1 to 8: number 1, Cl, carries 0.64; number 2, O, carries -0.37; number 3, O, carries -0.38; number 4, O, carries -0.35; number 5, O, carries -0.34; number 6, C, carries 0.05; number 7, N, carries -0.44; number 8, O, carries 0.05

DFT (ωB97M-V/def2-TZVPD) results for one molecule with the formula C20H34FIN2O8 at a distorted geometry.

Values from the calculation:
* SMILES string: CCCOC[C@H](CCF)O[C@H](CCCCOC=O)[C@](CC(=O)I)(N=C=O)O[C@H](N)COC
* E_tot: -51460.9125 eV
* frontier orbital gap: 9.42 eV

Atoms and positions in Å:
C: 6.04 -0.50 2.28
C: 4.82 0.53 2.57
C: 3.71 0.47 1.39
O: 2.63 1.42 1.57
C: 2.40 2.20 0.33
C: 1.53 1.30 -0.70
C: 2.45 1.02 -2.04
C: 2.97 2.36 -2.75
F: 1.93 3.24 -3.24
O: 0.32 1.92 -1.18
C: -0.89 1.38 -0.62
C: -0.89 1.15 0.98
C: -2.26 1.70 1.70
C: -3.12 0.52 2.40
C: -4.19 1.28 3.39
O: -5.27 1.91 2.60
C: -6.27 0.92 2.31
O: -7.43 1.22 1.86
C: -1.49 0.10 -1.46
C: -2.20 0.79 -2.78
C: -1.98 -0.08 -4.13
O: -0.91 0.13 -4.79
I: -3.38 -1.53 -4.95
N: -2.48 -0.56 -0.55
C: -3.40 -1.24 -1.18
O: -4.51 -1.60 -1.67
O: -0.47 -0.77 -2.00
C: -0.09 -1.84 -1.09
N: 1.40 -2.06 -1.34
C: -0.79 -3.28 -1.46
O: -1.33 -3.96 -0.30
C: -0.31 -4.70 0.43
H: 6.76 -0.49 3.19
H: 6.57 -0.20 1.31
H: 5.61 -1.55 2.15
H: 4.35 0.27 3.59
H: 5.28 1.59 2.62
H: 4.28 0.56 0.40
H: 3.25 -0.60 1.40
H: 3.44 2.49 -0.05
H: 1.81 3.18 0.56
H: 1.41 0.27 -0.21
H: 1.77 0.38 -2.73
H: 3.31 0.31 -1.73
H: 3.56 2.01 -3.70
H: 3.74 2.96 -2.13
H: -1.70 2.21 -0.80
H: -0.03 1.73 1.51
H: -0.76 0.05 1.30
H: -1.97 2.46 2.53
H: -2.95 2.25 0.96
H: -3.77 -0.08 1.67
H: -2.50 -0.19 3.05
H: -4.68 0.56 4.13
H: -3.66 2.18 3.92
H: -6.06 -0.21 2.44
H: -3.28 1.11 -2.59
H: -1.60 1.77 -2.96
H: -0.16 -1.58 0.03
H: 1.57 -2.19 -2.35
H: 1.72 -2.87 -0.79
H: -0.02 -3.98 -1.98
H: -1.61 -3.09 -2.26
H: 0.02 -4.07 1.33
H: 0.61 -5.00 -0.19
H: -0.81 -5.69 0.77

Atomic partial charges in e from the Löwdin method, atoms 1 to 8: number 1, C, carries -0.14; number 2, C, carries -0.22; number 3, C, carries -0.24; number 4, O, carries -0.20; number 5, C, carries -0.12; number 6, C, carries -0.27; number 7, C, carries -0.11; number 8, C, carries -0.17

> frontier orbital gap of number 1 (C2H2Cl2S2)?

8.39 eV